Record 1
ORCA calculation (wB97M-V/def2-TZVPD) on a molecular structure, C28H32AsNO2S3Sr.

Properties
E_HOMO   -13.335 eV
Relative energy (zero: lowest compared OMol25 entry of this formula, charge and spin)   12.9 kJ/mol
E_LUMO   -5.07 eV
Total charge   +2
Gap between HOMO and LUMO   8.266 eV

Element x y z (Å)
Sr: -0.538 0.773 0.254
C: 1.166 -2.948 -1.537
C: -0.168 -2.635 -0.935
O: -0.385 -1.499 -0.503
C: -1.202 -3.680 -0.841
C: -2.445 -3.371 -0.284
C: -3.425 -4.339 -0.185
C: -3.169 -5.629 -0.635
C: -1.935 -5.950 -1.183
C: -0.954 -4.979 -1.290
H: 1.669 -3.716 -0.947
H: 1.772 -2.047 -1.566
H: 1.036 -3.344 -2.545
H: -2.623 -2.365 0.073
H: -4.390 -4.097 0.240
H: -3.937 -6.388 -0.561
H: -1.741 -6.955 -1.533
H: 0.003 -5.238 -1.722
C: -3.016 2.894 1.202
As: -3.310 2.406 -0.666
C: -4.829 3.381 -1.314
C: -3.777 0.505 -0.644
S: -1.533 2.691 -1.764
H: -3.036 1.987 1.806
H: -3.803 3.576 1.513
H: -2.050 3.391 1.263
H: -5.694 3.191 -0.680
H: -5.027 3.062 -2.335
H: -4.576 4.439 -1.305
H: -4.811 0.397 -0.962
H: -3.651 0.137 0.375
H: -3.113 -0.001 -1.344
S: 2.311 1.201 0.792
C: 3.122 2.432 -0.083
N: 4.470 2.497 0.046
C: 5.259 3.407 -0.569
C: 4.705 4.343 -1.387
C: 3.313 4.329 -1.559
C: 2.534 3.396 -0.920
H: 4.887 1.802 0.653
H: 6.318 3.338 -0.370
H: 5.330 5.071 -1.880
H: 2.847 5.066 -2.201
H: 1.461 3.387 -1.042
O: -0.945 -0.096 2.397
S: -1.420 -1.015 3.521
C: -0.355 -0.654 4.899
C: -0.735 -1.145 6.142
C: 0.087 -0.903 7.229
C: 1.257 -0.169 7.068
C: 1.610 0.328 5.823
C: 0.801 0.088 4.720
C: -0.842 -2.635 3.071
C: -1.752 -3.678 3.123
C: -1.332 -4.956 2.769
C: -0.026 -5.164 2.364
C: 0.879 -4.103 2.312
C: 0.476 -2.830 2.667
H: -1.654 -1.706 6.261
H: -0.190 -1.279 8.205
H: 1.889 0.022 7.925
H: 2.514 0.909 5.703
H: 1.056 0.481 3.744
H: -2.773 -3.499 3.439
H: -2.028 -5.783 2.811
H: 0.300 -6.160 2.096
H: 1.906 -4.278 2.018
H: 1.171 -1.999 2.652

Here are the natural (NBO) charges for atoms 1 to 5, given in e:
1. Sr 1.80
2. C -0.73
3. C 0.65
4. O -0.75
5. C -0.14



Record 2
ORCA calculation (wB97M-V/def2-TZVPD) on a molecular structure, C28H32BrCdN8O6S.

Properties
E_HOMO   -5.050 eV
Relative energy (zero: lowest compared OMol25 entry of this formula, charge and spin)   53.5 kJ/mol
E_LUMO   1.36 eV
Total charge   -1
Gap between HOMO and LUMO   6.414 eV

Element x y z (Å)
Cd: -0.785 0.301 -0.899
O: -0.350 0.322 -7.253
C: -0.478 0.255 -5.900
C: -0.026 -0.841 -5.174
C: -0.189 -0.823 -3.800
N: -0.746 0.214 -3.195
C: -1.208 1.252 -3.880
C: -1.097 1.321 -5.254
C: -1.908 2.318 -3.032
O: -2.435 3.267 -3.629
O: -1.923 2.107 -1.787
C: 0.196 -2.008 -2.890
O: 0.671 -2.993 -3.456
O: -0.078 -1.844 -1.667
H: 0.099 -0.472 -7.561
H: 0.434 -1.706 -5.636
H: -1.484 2.172 -5.795
C: 4.934 -0.175 4.848
C: 3.434 0.119 4.900
C: 2.741 -1.069 5.582
C: 3.225 1.378 5.753
C: 2.838 0.334 3.509
C: 1.483 0.611 3.374
C: 0.949 0.808 2.119
Br: -0.911 1.219 1.983
C: 1.679 0.740 0.916
O: 1.128 0.948 -0.244
C: 3.065 0.453 1.062
C: 3.587 0.266 2.336
C: 3.948 0.347 -0.185
C: 5.409 0.055 0.169
C: 3.452 -0.798 -1.079
C: 3.921 1.672 -0.962
H: 5.311 -0.320 5.863
H: 5.489 0.651 4.398
H: 5.147 -1.081 4.278
H: 3.151 -1.230 6.583
H: 2.882 -1.981 4.999
H: 1.668 -0.899 5.680
H: 3.639 1.236 6.755
H: 2.166 1.617 5.855
H: 3.718 2.238 5.293
H: 0.833 0.682 4.237
H: 4.642 0.050 2.419
H: 5.520 -0.897 0.693
H: 5.848 0.844 0.784
H: 5.988 -0.008 -0.756
H: 3.528 -1.755 -0.557
H: 4.064 -0.856 -1.985
H: 2.414 -0.660 -1.369
H: 4.317 2.484 -0.346
H: 2.908 1.927 -1.263
H: 4.546 1.588 -1.856
N: -4.033 4.261 -1.436
N: -4.468 3.121 -0.777
N: -5.237 2.233 -1.352
C: -5.417 1.373 -0.353
N: -4.790 1.744 0.766
N: -4.182 2.878 0.470
H: -3.512 3.942 -2.271
H: -3.358 4.672 -0.797
H: -6.008 0.476 -0.445
N: -6.034 -4.581 -0.957
C: -6.171 -3.454 -0.242
S: -7.507 -3.107 0.648
C: -4.994 -2.541 -0.318
C: -4.328 -2.340 -1.522
C: -3.226 -1.506 -1.543
N: -2.774 -0.888 -0.453
C: -3.421 -1.064 0.696
C: -4.537 -1.875 0.809
H: -6.779 -5.256 -0.935
H: -5.153 -4.830 -1.374
H: -4.668 -2.798 -2.442
H: -2.679 -1.326 -2.459
H: -3.038 -0.530 1.554
H: -5.045 -1.984 1.757

Here are the natural (NBO) charges for atoms 1 to 5, given in e:
1. Cd 1.73
2. O -0.66
3. C 0.34
4. C -0.32
5. C 0.13



Record 3
ORCA calculation (wB97M-V/def2-TZVPD) on a molecular structure, C28H32Cl4LiN4O2S.

Properties
E_HOMO   -2.647 eV
E_LUMO   1.87 eV
Total charge   -1
Gap between HOMO and LUMO   4.521 eV

Element x y z (Å)
Li: -2.431 -0.324 0.038
Cl: -9.000 0.053 -0.288
C: -7.312 0.449 -0.154
C: -6.907 1.759 -0.016
Cl: -8.086 3.039 0.025
C: -5.536 2.059 0.091
Cl: -5.023 3.712 0.271
C: -4.540 1.076 0.063
O: -3.272 1.310 0.159
C: -4.974 -0.310 -0.084
O: -4.062 -1.225 -0.110
C: -6.341 -0.568 -0.185
Cl: -6.825 -2.236 -0.355
C: 4.884 -0.745 0.029
C: 4.114 0.570 -0.093
C: 4.545 1.265 -1.391
C: 4.474 1.458 1.105
C: 2.603 0.357 -0.118
C: 1.744 1.446 -0.231
C: 0.374 1.241 -0.244
N: -0.179 0.037 -0.155
C: 0.627 -1.019 -0.056
C: 2.014 -0.898 -0.030
C: -0.076 -2.337 0.011
C: 0.580 -3.565 0.029
C: -0.163 -4.738 0.067
C: -1.551 -4.608 0.079
C: -2.128 -3.349 0.060
N: -1.397 -2.237 0.031
C: 0.477 -6.123 0.090
C: 2.004 -6.059 0.077
C: 0.014 -6.911 -1.143
C: 0.033 -6.860 1.361
H: 5.956 -0.538 0.040
H: 4.681 -1.410 -0.812
H: 4.637 -1.271 0.954
H: 5.624 1.437 -1.384
H: 4.050 2.229 -1.512
H: 4.300 0.650 -2.259
H: 5.552 1.635 1.131
H: 4.181 0.981 2.042
H: 3.973 2.425 1.049
H: 2.118 2.459 -0.306
H: -0.311 2.076 -0.322
H: 2.626 -1.782 0.060
H: 1.659 -3.602 0.007
H: -2.196 -5.476 0.102
H: -3.201 -3.179 0.063
H: 2.379 -5.569 -0.824
H: 2.410 -7.072 0.098
H: 2.392 -5.526 0.948
H: 0.327 -6.411 -2.061
H: -1.071 -7.012 -1.169
H: 0.447 -7.914 -1.132
H: 0.356 -6.320 2.253
H: 0.471 -7.861 1.387
H: -1.051 -6.963 1.405
C: 0.648 5.875 1.891
N: 0.139 6.325 0.625
C: 0.726 7.443 -0.082
C: -0.181 7.568 -1.311
N: -0.758 6.237 -1.379
C: -0.706 5.600 -0.162
S: -1.542 4.232 0.221
H: 0.543 6.658 2.646
H: 1.707 5.601 1.816
H: 0.073 5.002 2.191
H: 1.766 7.232 -0.362
H: 0.717 8.344 0.536
H: 0.381 7.806 -2.213
H: -0.943 8.340 -1.160
H: -1.565 6.034 -1.945

Here are the Mulliken charges for atoms 1 to 5, given in e:
1. Li 1.07
2. Cl -0.26
3. C 0.27
4. C 0.15
5. Cl -0.26



Record 4
ORCA calculation (wB97M-V/def2-TZVPD) on a molecular structure, C28H32Cl5HfN3O4.

Properties
E_HOMO   -1.538 eV
Relative energy (zero: lowest compared OMol25 entry of this formula, charge and spin)   41.0 kJ/mol
E_LUMO   4.14 eV
Total charge   -2
Gap between HOMO and LUMO   5.676 eV

Element x y z (Å)
Hf: 0.108 0.591 -0.257
N: -1.477 2.372 2.123
C: -1.489 3.825 2.036
C: -0.345 4.322 1.150
C: -0.489 3.762 -0.266
O: -1.208 4.326 -1.074
O: 0.183 2.675 -0.497
H: -2.239 2.020 2.687
H: -0.601 2.037 2.515
H: -1.410 4.314 3.019
H: -2.435 4.140 1.589
H: 0.612 4.012 1.576
H: -0.385 5.411 1.100
Cl: 0.142 -4.024 5.037
C: 0.397 -2.594 4.087
C: 1.031 -1.497 4.639
Cl: 1.577 -1.531 6.287
C: 1.230 -0.345 3.862
Cl: 2.017 1.056 4.521
C: 0.801 -0.289 2.546
O: 0.943 0.748 1.757
C: 0.132 -1.418 1.978
O: -0.258 -1.281 0.740
C: -0.051 -2.554 2.757
Cl: -0.851 -3.913 2.045
Cl: -2.908 -0.965 -1.507
C: -2.126 0.595 -0.958
H: -2.766 0.957 -0.152
H: -2.263 1.283 -1.796
N: -0.550 -3.543 -1.578
C: 0.560 -4.341 -1.698
C: 0.478 -5.736 -1.606
C: 1.601 -6.525 -1.802
C: 2.831 -5.952 -2.094
C: 2.916 -4.564 -2.182
C: 1.806 -3.765 -1.988
H: -0.408 -2.585 -1.278
H: -1.375 -3.947 -1.171
H: -0.476 -6.195 -1.371
H: 1.511 -7.603 -1.719
H: 3.707 -6.571 -2.244
H: 3.864 -4.091 -2.409
H: 1.873 -2.686 -2.058
C: 3.794 1.175 0.026
C: 4.011 -0.197 -0.615
C: 3.425 -1.347 0.208
C: 3.629 -0.189 -2.088
C: 4.672 -0.266 -3.002
C: 4.465 -0.228 -4.373
C: 3.160 -0.090 -4.822
C: 2.077 0.000 -3.957
C: 0.704 0.168 -4.583
C: -0.188 -1.055 -4.369
C: -0.021 1.448 -4.159
C: 2.273 -0.058 -2.543
N: 1.230 -0.054 -1.682
H: 3.994 1.143 1.101
H: 2.781 1.551 -0.106
H: 4.461 1.907 -0.436
H: 5.097 -0.357 -0.599
H: 2.338 -1.368 0.183
H: 3.744 -1.264 1.252
H: 3.776 -2.305 -0.180
H: 5.684 -0.365 -2.618
H: 5.293 -0.299 -5.068
H: 2.966 -0.043 -5.890
H: 0.888 0.253 -5.662
H: -0.382 -1.203 -3.308
H: 0.284 -1.959 -4.759
H: -1.153 -0.921 -4.868
H: -0.455 1.337 -3.168
H: -0.829 1.669 -4.863
H: 0.657 2.303 -4.131

Here are the Mulliken charges for atoms 1 to 5, given in e:
1. Hf 0.44
2. N -0.23
3. C -0.72
4. C -0.45
5. C 0.34



Record 5
ORCA calculation (wB97M-V/def2-TZVPD) on a molecular structure, C28H32CuN2O3S2.

Properties
E_HOMO   -4.550 eV
Relative energy (zero: lowest compared OMol25 entry of this formula, charge and spin)   0.0 kJ/mol
E_LUMO   2.51 eV
Total charge   -1
Gap between HOMO and LUMO   7.058 eV

Element x y z (Å)
Cu: 0.339 -1.117 -0.233
C: 2.687 3.404 3.091
C: 1.964 3.148 4.414
C: 1.107 4.379 4.743
C: 3.018 2.951 5.512
C: 1.067 1.913 4.344
C: 0.345 1.529 5.492
C: -0.482 0.424 5.515
C: -0.593 -0.337 4.355
S: -1.521 -1.766 4.032
C: -0.912 -1.762 2.381
N: -0.095 -0.799 2.116
C: 0.108 0.027 3.204
C: 0.934 1.153 3.195
C: -1.310 -2.776 1.383
C: -2.194 -3.790 1.749
C: -2.598 -4.732 0.818
C: -2.099 -4.651 -0.476
C: -1.209 -3.640 -0.821
C: -0.775 -2.656 0.080
H: 3.351 4.264 3.205
H: 1.983 3.633 2.292
H: 3.296 2.547 2.794
H: 1.745 5.263 4.828
H: 0.580 4.253 5.692
H: 0.380 4.553 3.949
H: 3.672 3.825 5.557
H: 3.634 2.073 5.305
H: 2.566 2.821 6.496
H: 0.433 2.121 6.395
H: -1.021 0.158 6.415
H: 1.441 1.394 2.270
H: -2.575 -3.848 2.765
H: -3.290 -5.518 1.098
H: -2.403 -5.382 -1.218
H: -0.836 -3.622 -1.841
N: -1.083 0.288 -3.178
C: 0.156 0.500 -3.938
C: 1.350 0.193 -3.051
C: 1.334 1.088 -1.802
O: 1.406 2.306 -1.976
O: 1.264 0.500 -0.666
H: -0.992 -0.548 -2.604
H: -1.879 0.153 -3.787
H: 0.210 1.551 -4.234
H: 0.203 -0.114 -4.847
H: 2.274 0.392 -3.599
H: 1.340 -0.860 -2.760
C: -4.787 -0.690 2.208
C: -3.741 0.297 1.768
C: -3.381 1.374 2.568
C: -2.389 2.264 2.171
C: -1.758 2.077 0.954
C: -2.100 1.002 0.138
C: -3.090 0.127 0.546
S: -0.329 3.097 0.578
C: -0.868 3.665 -1.036
O: -0.387 4.281 1.501
H: -5.163 -0.448 3.203
H: -4.373 -1.700 2.236
H: -5.633 -0.705 1.517
H: -3.867 1.510 3.528
H: -2.085 3.093 2.799
H: -1.577 0.844 -0.798
H: -3.337 -0.727 -0.076
H: -1.818 4.188 -0.936
H: -0.927 2.798 -1.697
H: -0.076 4.320 -1.392

Here are the natural (NBO) charges for atoms 1 to 5, given in e:
1. Cu 0.70
2. C -0.61
3. C -0.10
4. C -0.61
5. C -0.59



Record 6
ORCA calculation (wB97M-V/def2-TZVPD) on a molecular structure, C28H32I2N4O10P3Rb.

Properties
E_HOMO   -2.081 eV
Relative energy (zero: lowest compared OMol25 entry of this formula, charge and spin)   138.8 kJ/mol
E_LUMO   3.59 eV
Total charge   -2
Gap between HOMO and LUMO   5.676 eV

Element x y z (Å)
Rb: -0.573 -2.050 0.082
I: -3.904 -0.660 8.004
C: -2.900 -0.872 6.174
C: -2.941 -2.082 5.498
C: -2.236 -2.206 4.321
I: -2.367 -3.977 3.215
C: -1.427 -1.169 3.746
O: -0.688 -1.370 2.741
C: -1.532 0.096 4.430
C: -1.036 1.383 3.788
N: 0.158 1.366 2.966
C: 1.323 0.851 3.648
C: 2.544 0.911 2.760
C: 3.825 0.924 3.314
C: 4.922 0.982 2.478
C: 4.716 1.026 1.106
C: 3.411 0.987 0.642
N: 2.350 0.927 1.444
C: -2.217 0.206 5.625
H: -3.514 -2.915 5.881
H: -0.892 2.125 4.586
H: -1.838 1.776 3.153
H: -0.016 0.739 2.187
H: 1.193 -0.193 3.978
H: 1.509 1.453 4.545
H: 3.942 0.891 4.391
H: 5.925 0.999 2.888
H: 5.541 1.087 0.408
H: 3.203 0.996 -0.422
H: -2.246 1.171 6.123
N: 4.578 -2.832 -1.140
C: 3.170 -3.234 -1.566
C: 3.279 -4.353 -2.592
P: 2.401 -3.886 0.002
O: 2.470 -2.536 0.904
O: 3.453 -4.798 0.537
O: 1.004 -4.274 -0.317
P: 2.479 -1.644 -2.271
O: 1.813 -2.091 -3.684
O: 3.728 -0.862 -2.570
O: 1.396 -1.108 -1.400
H: 5.249 -3.551 -1.391
H: 4.595 -2.727 -0.122
H: 4.746 -1.925 -1.640
H: 3.801 -5.206 -2.149
H: 3.789 -4.025 -3.502
H: 2.279 -4.682 -2.863
H: 1.837 -1.877 0.572
H: 0.866 -2.221 -3.545
O: -4.562 -1.252 0.352
N: -3.393 -1.264 -0.029
O: -2.554 -0.453 0.446
O: -3.002 -2.085 -0.895
C: -0.624 1.755 -0.657
P: -1.498 0.847 -1.992
C: -3.197 1.521 -1.878
C: -3.709 2.117 -0.730
C: -5.035 2.525 -0.676
C: -5.870 2.347 -1.768
C: -5.375 1.740 -2.915
C: -4.055 1.323 -2.962
C: -0.859 1.840 -3.420
C: 0.292 1.365 -4.047
C: 0.883 2.065 -5.091
C: 0.320 3.252 -5.538
C: -0.828 3.737 -4.924
C: -1.406 3.041 -3.871
H: -0.957 1.375 0.309
H: -0.792 2.833 -0.707
H: 0.442 1.543 -0.745
H: -3.082 2.228 0.144
H: -5.421 2.965 0.236
H: -6.908 2.654 -1.718
H: -6.024 1.571 -3.766
H: -3.680 0.826 -3.851
H: 0.741 0.441 -3.703
H: 1.784 1.677 -5.551
H: 0.772 3.797 -6.357
H: -1.273 4.666 -5.263
H: -2.300 3.432 -3.398

Here are the Mulliken charges for atoms 1 to 5, given in e:
1. Rb 0.89
2. I -0.09
3. C -0.37
4. C -0.36
5. C -0.67